Below is C24H17FeN3O6 as an isolated structure, with properties calculated with wB97M-V/def2-TZVPD.

Last column: natural (NBO) charge in e.
CARTESIAN COORDINATES (ANGSTROEM)
1 Fe -0.14673 0.53875 -0.03509  1.074
2 O 3.82176 -0.84003 1.89923  -0.676
3 C 2.89388 0.11994 1.73300  0.761
4 O 2.14644 0.48747 2.59324  -0.544
5 C 2.97425 0.73563 0.37038  0.099
6 C 4.20761 0.90281 -0.22952  -0.206
7 C 4.28720 1.62674 -1.41026  -0.152
8 C 3.13068 2.16178 -1.93582  -0.199
9 C 1.92804 1.90770 -1.29631  0.113
10 N 1.83652 1.18803 -0.17261  -0.432
11 C 0.62860 2.47774 -1.84233  0.751
12 O 0.66428 3.23219 -2.79292  -0.618
13 O -0.40149 2.08254 -1.18274  -0.784
14 H 3.70411 -1.18555 2.79736  0.504
15 H 5.08600 0.48651 0.24161  0.242
16 H 5.24261 1.77899 -1.89501  0.226
17 H 3.10638 2.76172 -2.83450  0.257
18 C -3.07961 0.52085 0.24823  -0.260
19 O -2.00885 -0.00701 -0.54464  -0.520
20 C -2.10659 0.08979 -1.93219  0.383
21 C -3.14854 0.75134 -2.55662  -0.286
22 C -3.19225 0.83898 -3.94087  -0.176
23 C -2.21081 0.25210 -4.71893  -0.223
24 C -1.18637 -0.44105 -4.09883  -0.160
25 C -1.10598 -0.51707 -2.71646  -0.001
26 N -0.08077 -1.34049 -2.18734  -0.173
27 N 0.25863 -1.03860 -1.02456  -0.129
28 C 0.97366 -1.92301 -0.20841  -0.016
29 C 0.63160 -1.68341 1.13609  0.393
30 O -0.12813 -0.69466 1.44911  -0.705
31 C 1.11532 -2.59571 2.13183  -0.276
32 C 1.91699 -3.62202 1.77185  -0.140
33 C 2.30914 -3.85059 0.41199  -0.091
34 C 3.18079 -4.90506 0.09005  -0.162
35 C 3.57214 -5.12727 -1.20653  -0.239
36 C 3.09133 -4.28634 -2.21908  -0.194
37 C 2.23037 -3.25256 -1.93689  -0.205
38 C 1.81626 -3.00658 -0.61178  -0.044
39 H -4.01723 0.03059 -0.00856  0.196
40 H -3.15993 1.59948 0.10710  0.197
41 H -2.81590 0.29268 1.27715  0.223
42 H -3.91632 1.23664 -1.97505  0.223
43 H -4.00509 1.38191 -4.40456  0.219
44 H -2.24645 0.32329 -5.79718  0.221
45 H -0.41991 -0.94700 -4.67141  0.226
46 H 0.82011 -2.41841 3.15773  0.230
47 H 2.28923 -4.31105 2.52312  0.210
48 H 3.54066 -5.54154 0.89069  0.207
49 H 4.24294 -5.94175 -1.44650  0.214
50 H 3.39654 -4.45346 -3.24493  0.212
51 H 1.85887 -2.62821 -2.73586  0.230

Its total charge is 0. The calculation puts the LUMO energy (spin up / spin down) at -0.585 / -0.566 eV. The calculation puts the HOMO energy (spin up / spin down) at -7.486 / -7.491 eV. The frontier orbital gap (spin up / spin down) comes out at 6.901 / 6.925 eV. Its total energy is -76306.721 eV.



Below is C24H17N11O3STa as an isolated structure, with properties calculated with wB97M-V/def2-TZVPD.

Last column: natural (NBO) charge in e.
CARTESIAN COORDINATES (ANGSTROEM)
1 Ta 0.75594 0.24533 0.37486  2.209
2 C 0.51809 3.19239 5.19234  -0.261
3 O 0.29475 2.24320 4.15055  -0.475
4 C -0.91557 2.24035 3.57100  0.260
5 C -1.99877 3.01489 3.94815  -0.221
6 C -3.21051 2.94585 3.25723  -0.189
7 C -3.35642 2.11299 2.17738  -0.173
8 C -2.26277 1.34334 1.74611  -0.215
9 C -2.41872 0.37099 0.70773  0.211
10 N -1.41565 -0.18061 0.11010  -0.399
11 N -1.70065 -1.33330 -0.60658  -0.358
12 C -0.66809 -2.10617 -0.55700  0.555
13 O 0.42541 -1.69876 0.08825  -0.758
14 C -0.63184 -3.41385 -1.21809  -0.082
15 C -1.75945 -3.88331 -1.89219  -0.179
16 C -1.71473 -5.10456 -2.53952  -0.202
17 C -0.54939 -5.86184 -2.51612  -0.172
18 C 0.57137 -5.39859 -1.84215  -0.198
19 C 0.53332 -4.17610 -1.19213  -0.200
20 C -1.04860 1.39499 2.45198  0.355
21 O 0.00591 0.65697 2.08067  -0.714
22 H 1.55647 3.07153 5.48292  0.213
23 H -0.12662 2.98861 6.04925  0.185
24 H 0.35077 4.20848 4.83009  0.201
25 H -1.90671 3.70508 4.77346  0.244
26 H -4.03307 3.56757 3.58120  0.238
27 H -4.29685 2.04812 1.64616  0.228
28 H -3.41079 -0.00158 0.46296  0.227
29 H -2.66133 -3.28691 -1.89919  0.236
30 H -2.58837 -5.47089 -3.06092  0.230
31 H -0.51756 -6.81779 -3.02144  0.229
32 H 1.47420 -5.99381 -1.81918  0.224
33 H 1.39869 -3.81379 -0.65305  0.220
34 N 4.35646 -1.54028 -1.46595  -0.307
35 C 3.75697 -1.10144 -0.36507  0.270
36 N 2.58640 -0.59198 -0.70907  -0.559
37 C 2.53521 -0.76987 -2.06238  0.302
38 N 3.59601 -1.34269 -2.55655  -0.199
39 C 1.35893 -0.30000 -2.77263  0.134
40 C 1.20480 -0.36980 -4.14943  0.057
41 N 0.12133 0.10444 -4.74594  -0.307
42 C -0.79827 0.66136 -3.96745  0.020
43 C -0.65452 0.73926 -2.59014  0.056
44 N 0.42176 0.24434 -1.98385  -0.449
45 H 5.27098 -1.95665 -1.55505  0.447
46 H 4.17339 -1.13946 0.62733  0.263
47 H 1.98107 -0.81359 -4.75968  0.237
48 H -1.68335 1.06184 -4.44394  0.229
49 H -1.41335 1.20132 -1.97602  0.233
50 N -0.78399 5.65791 2.24909  -0.353
51 C -0.72192 5.02391 1.29017  0.417
52 N -0.69374 4.30766 0.16320  -0.556
53 C -0.13409 3.21045 0.07030  0.765
54 N 0.37331 2.15196 -0.14362  -0.797
55 S 2.71805 0.98954 1.82213  -0.053
56 C 3.59418 1.65933 0.53706  0.027
57 N 4.14197 2.10363 -0.37736  -0.343

Its total charge is +1. The calculation puts the LUMO energy at -4.534 eV. The calculation puts the HOMO energy at -11.377 eV. The frontier orbital gap comes out at 6.843 eV. Its total energy is -60080.655 eV. The value obtained for the relative energy (zero: lowest compared OMol25 entry of this formula, charge and spin) is 0.646 eV.



Below is C24H17N6Pd as an isolated structure, with properties calculated with wB97M-V/def2-TZVPD.

Last column: natural (NBO) charge in e.
CARTESIAN COORDINATES (ANGSTROEM)
1 Pd 0.15685 -0.14118 0.75913  0.837
2 C -3.83126 -1.66357 0.60463  -0.307
3 C -4.66420 -0.62758 1.06277  -0.172
4 C -4.09934 0.52146 1.51706  -0.260
5 C -2.68151 0.70536 1.53444  0.384
6 N -1.89372 -0.31263 1.07514  -0.476
7 C -2.48281 -1.45273 0.63478  0.062
8 N -2.25552 1.87276 2.03096  -0.548
9 C -0.99563 2.28752 2.01284  0.426
10 N 0.07121 1.76409 1.33426  -0.592
11 C 1.19797 2.49285 1.60908  0.428
12 N 2.42914 2.32257 1.14599  -0.530
13 C 2.80206 1.31199 0.35911  0.375
14 C 4.09563 1.44007 -0.23402  -0.248
15 C 4.57491 0.52147 -1.11117  -0.174
16 C 3.77100 -0.58158 -1.44995  -0.288
17 C 2.55303 -0.68526 -0.84467  0.068
18 N 2.06411 0.19740 0.06539  -0.474
19 C 0.82926 3.57994 2.47560  -0.021
20 C 1.57308 4.61326 3.05312  -0.196
21 C 0.91768 5.50753 3.87456  -0.226
22 C -0.46915 5.38394 4.12644  -0.215
23 C -1.20615 4.36434 3.55664  -0.177
24 C -0.54321 3.45806 2.72344  -0.085
25 H -4.22277 -2.60409 0.24249  0.212
26 H -5.74282 -0.74160 1.05680  0.201
27 H -4.68860 1.34995 1.88488  0.215
28 H -1.79259 -2.21845 0.32268  0.274
29 H 4.65465 2.32283 0.04211  0.218
30 H 5.55548 0.64881 -1.55523  0.205
31 H 4.08803 -1.34264 -2.14918  0.223
32 H 1.91530 -1.51380 -1.08422  0.247
33 H 2.63506 4.69955 2.85416  0.225
34 H 1.47103 6.31753 4.33763  0.204
35 H -0.95547 6.10190 4.77715  0.204
36 H -2.26866 4.25540 3.74247  0.225
37 N 0.24985 -2.11975 0.69510  -1.002
38 C 1.12663 -3.11336 0.43112  0.139
39 C 2.10496 -3.50608 1.37235  -0.243
40 C 2.96250 -4.56133 1.11263  -0.226
41 C 2.90373 -5.27581 -0.08195  -0.338
42 C 1.95105 -4.89458 -1.01996  -0.199
43 C 1.08273 -3.83808 -0.78342  -0.326
44 H 2.16784 -2.95652 2.30361  0.196
45 H 3.70017 -4.82902 1.86103  0.185
46 H 3.58160 -6.09700 -0.27552  0.188
47 H 1.88272 -5.42460 -1.96356  0.183
48 H 0.34852 -3.54985 -1.52754  0.199

Its total charge is -1. The calculation puts the LUMO energy (spin up / spin down) at 1.657 / 1.399 eV. The calculation puts the HOMO energy (spin up / spin down) at -2.774 / -1.852 eV. The frontier orbital gap (spin up / spin down) comes out at 4.431 / 3.251 eV. Its total energy is -37584.817 eV.



Below is C24H18BCl6F4FeN5O4S as an isolated structure, with properties calculated with wB97M-V/def2-TZVPD.

Last column: natural (NBO) charge in e.
CARTESIAN COORDINATES (ANGSTROEM)
1 Fe 0.29150 -0.12723 -0.41802  1.606
2 Cl 1.63590 4.00125 2.23473  -0.034
3 C 2.70411 2.95949 1.33219  -0.173
4 C 4.07452 3.25913 1.29936  -0.212
5 C 4.94946 2.48201 0.60174  -0.070
6 Cl 6.65562 2.89431 0.59128  -0.063
7 C 4.49002 1.35099 -0.11949  -0.108
8 C 5.29017 0.48094 -0.88626  -0.160
9 C 4.70928 -0.57307 -1.53440  -0.247
10 C 3.32093 -0.77379 -1.43053  0.076
11 N 2.55826 0.02497 -0.72625  -0.458
12 C 3.11217 1.06659 -0.07504  0.094
13 C 2.16082 1.86204 0.67125  0.445
14 O 0.92649 1.53371 0.66618  -0.829
15 H 4.43273 4.12374 1.84240  0.224
16 H 6.35562 0.65940 -0.95414  0.215
17 H 5.30243 -1.25442 -2.12937  0.208
18 H 2.82007 -1.60406 -1.91012  0.234
19 Cl -0.69146 -6.96840 -0.17208  -0.018
20 C -0.91575 -5.25010 -0.03363  -0.091
21 C -2.10003 -4.74081 0.46134  -0.127
22 Cl -3.38950 -5.79354 0.95575  -0.015
23 C -2.25381 -3.34569 0.56296  -0.161
24 Cl -3.68393 -2.62744 1.23939  -0.014
25 C -1.25862 -2.46992 0.16351  0.296
26 O -1.33450 -1.17473 0.29407  -0.893
27 C -0.02259 -2.99207 -0.33738  0.271
28 O 0.89132 -2.12668 -0.62035  -0.834
29 C 0.11769 -4.37685 -0.41941  -0.163
30 Cl 1.63937 -4.99300 -0.99225  -0.022
31 C -1.63613 1.01337 3.27060  -0.413
32 N -1.24289 -0.36843 3.09077  -0.613
33 C -0.02415 -0.81958 3.45941  0.332
34 S 1.01133 0.00675 4.50595  -0.388
35 N 0.29377 -2.02518 2.94096  -0.605
36 C 1.63655 -2.56969 2.96010  -0.407
37 H -2.71105 1.08710 3.10560  0.189
38 H -1.11504 1.67379 2.57030  0.209
39 H -1.39735 1.33242 4.28283  0.217
40 H -1.65782 -0.83669 2.28827  0.426
41 H -0.28470 -2.35106 2.17869  0.404
42 H 2.32257 -1.96761 2.36019  0.202
43 H 1.59314 -3.57330 2.53896  0.203
44 H 2.01169 -2.61094 3.98082  0.209
45 N -5.31848 2.06266 -3.35795  -0.845
46 C -4.73923 1.14527 -2.48620  0.677
47 O -5.10922 -0.00594 -2.43453  -0.586
48 C -3.65941 1.71214 -1.63233  -0.213
49 C -3.68026 3.02914 -1.20369  -0.145
50 C -2.61834 3.50352 -0.46002  -0.280
51 C -1.54909 2.65465 -0.21144  0.078
52 N -1.51630 1.38867 -0.63414  -0.480
53 C -2.56652 0.91984 -1.30381  0.149
54 H -5.87499 1.61663 -4.07349  0.388
55 H -4.69899 2.78448 -3.69837  0.390
56 H -4.52926 3.66185 -1.43640  0.207
57 H -2.59663 4.51855 -0.08721  0.210
58 H -0.67898 2.97959 0.33639  0.236
59 H -2.52332 -0.10958 -1.62745  0.233
60 F 0.96225 1.85249 -4.34466  -0.571
61 B 0.00898 0.93393 -3.90076  1.366
62 F -1.24137 1.55816 -3.76752  -0.582
63 F -0.08473 -0.15672 -4.76143  -0.568
64 F 0.42572 0.45298 -2.60584  -0.604

As for the spin multiplicity: 5. Its total charge is -2. The calculation puts the LUMO energy (spin up / spin down) at 4.002 / 4.001 eV. The calculation puts the HOMO energy (spin up / spin down) at -2.345 / -2.417 eV. The frontier orbital gap (spin up / spin down) comes out at 6.347 / 6.418 eV. Its total energy is -172738.481 eV. The value obtained for the relative energy (zero: lowest compared OMol25 entry of this formula, charge and spin) is 0.000 eV.